{"formula": "C31H86BeN7O12", "method": "ωB97M-V with the def2-TZVPD basis set", "e_lumo_ha": -0.110, "orbital_gap_ev": 7.1257, "spin_multiplicity": 1, "charge": 1, "species": ["Be", "O", "C", "O", "O", "H", "C", "C", "C", "O", "C", "N", "H", "H", "H", "H", "H", "H", "H", "H", "H", "H", "H", "C", "C", "C", "O", "C", "N", "H", "H", "H", "H", "H", "H", "H", "H", "H", "H", "H", "C", "C", "C", "O", "C", "N", "H", "H", "H", "H", "H", "H", "H", "H", "H", "H", "H", "C", "C", "C", "O", "C", "N", "H", "H", "H", "H", "H", "H", "H", "H", "H", "H", "H", "C", "C", "C", "O", "C", "N", "H", "H", "H", "H", "H", "H", "H", "H", "H", "H", "H", "C", "C", "C", "O", "C", "N", "H", "H", "H", "H", "H", "H", "H", "H", "H", "H", "H", "C", "C", "C", "O", "C", "N", "H", "H", "H", "H", "H", "H", "H", "H", "H", "H", "H", "C", "O", "H", "H", "H", "H", "C", "O", "H", "H", "H", "H"], "coordinates": [[2.84181, 29.42116, -17.76512], [5.03526, 31.72989, -15.01118], [4.33712, 30.98835, -15.86904], [3.17363, 30.60180, -15.58807], [4.78047, 30.77682, -17.02428], [4.51015, 31.68525, -14.15441], [9.73441, 29.97549, -15.93699], [8.30145, 30.02355, -15.47993], [8.00694, 29.20398, -14.23810], [8.29215, 27.85161, -14.53749], [7.96402, 27.02107, -13.45022], [7.85975, 31.41298, -15.30378], [10.40335, 30.45137, -15.21411], [9.89812, 30.45143, -16.90332], [10.09055, 28.94441, -16.00015], [7.66754, 29.64371, -16.29688], [6.95560, 29.31477, -13.92519], [8.60038, 29.55965, -13.38443], [8.45558, 27.32575, -12.51923], [8.33574, 26.01881, -13.66372], [6.88796, 26.95746, -13.25091], [6.89333, 31.40967, -14.97656], [7.85669, 31.89784, -16.19331], [0.26388, 32.20141, -14.39771], [-0.55631, 30.96022, -14.10897], [-1.05273, 30.89137, -12.66067], [0.01310, 30.78090, -11.74930], [-0.44706, 30.67504, -10.41191], [-1.63535, 30.97348, -15.11723], [0.56403, 32.17858, -15.44531], [1.19984, 32.20910, -13.83947], [-0.29469, 33.12341, -14.22626], [0.05327, 30.06443, -14.23217], [-1.70407, 30.01643, -12.54256], [-1.59361, 31.83509, -12.49433], [-0.83133, 31.65709, -10.12477], [0.40966, 30.39867, -9.80119], [-1.18102, 29.87612, -10.26826], [-2.11269, 31.86804, -15.00161], [-2.38435, 30.34397, -14.82331], [2.29128, 32.96406, -17.79831], [1.85207, 32.38624, -19.12886], [2.03235, 33.33082, -20.31163], [3.42912, 33.54625, -20.46929], [3.79665, 33.76179, -21.82405], [2.56333, 31.11334, -19.44127], [2.02381, 32.32901, -16.95691], [1.85355, 33.96106, -17.70935], [3.36458, 33.15929, -17.75519], [0.82824, 32.01173, -19.03657], [1.52743, 34.29530, -20.18565], [1.59781, 32.93355, -21.23719], [3.98281, 32.87331, -22.43140], [4.72019, 34.34127, -21.77831], [3.08597, 34.42828, -22.31976], [2.01725, 30.68362, -20.17752], [3.46220, 31.33120, -19.86845], [-0.40316, 27.63467, -15.20050], [1.12066, 27.73414, -15.22598], [1.74744, 26.67238, -14.30636], [3.16202, 26.75044, -14.31481], [3.68705, 27.88773, -13.64145], [1.58839, 27.55185, -16.62905], [-0.76453, 26.73584, -15.70386], [-0.87432, 28.46972, -15.72625], [-0.73848, 27.69454, -14.16432], [1.44710, 28.70940, -14.86827], [1.53470, 25.64736, -14.61659], [1.40720, 26.82677, -13.27605], [3.39583, 27.91231, -12.58926], [3.44221, 28.81184, -14.16953], [4.76971, 27.78076, -13.71585], [2.24507, 26.77406, -16.58264], [0.82274, 27.17463, -17.18105], [6.07595, 31.10950, -11.27369], [4.62681, 30.67001, -11.44915], [3.76653, 30.82352, -10.19719], [4.30434, 30.22225, -9.03599], [4.33488, 28.81535, -9.12435], [4.05014, 31.55283, -12.48779], [6.58620, 31.05044, -12.23231], [6.53130, 30.55593, -10.45087], [6.15539, 32.14188, -10.91710], [4.62032, 29.64701, -11.82704], [2.75846, 30.43518, -10.37097], [3.68182, 31.89587, -10.00852], [3.39087, 28.43981, -9.54505], [4.44537, 28.31714, -8.16470], [5.13699, 28.49586, -9.79808], [4.13077, 32.49931, -12.11950], [3.05043, 31.37479, -12.58157], [2.36061, 26.31479, -21.20760], [2.93065, 27.36179, -20.21833], [4.22289, 28.05281, -20.63225], [4.54227, 29.06725, -19.70310], [5.61100, 29.90527, -20.11100], [1.86613, 28.34645, -19.97518], [2.17682, 26.83937, -22.14462], [1.44390, 25.91563, -20.77677], [3.01973, 25.45397, -21.32569], [3.15535, 26.83260, -19.28876], [4.14922, 28.55198, -21.60924], [4.97079, 27.25834, -20.72798], [5.91279, 30.60936, -19.33573], [5.30269, 30.49118, -20.98559], [6.49604, 29.29922, -20.32290], [0.97087, 27.94589, -19.72317], [1.71788, 28.82781, -20.85736], [3.78437, 35.10507, -15.16056], [5.11857, 35.66751, -14.70864], [4.95611, 36.88409, -13.80720], [4.64014, 37.98714, -14.61581], [4.36181, 39.14966, -13.88112], [5.84351, 34.62345, -13.99748], [3.92499, 34.18564, -15.73943], [3.24142, 35.79132, -15.81090], [3.15622, 34.77280, -14.32966], [5.66071, 36.01294, -15.59925], [5.83761, 37.04735, -13.17399], [4.10797, 36.68957, -13.13305], [4.06105, 39.93971, -14.56894], [5.25292, 39.46750, -13.33071], [3.51242, 39.07068, -13.19131], [6.76373, 34.92950, -13.67937], [6.20348, 33.86174, -14.57071], [6.21488, 33.47754, -18.38523], [6.83790, 32.23838, -18.06215], [5.36206, 33.30081, -19.04492], [5.93758, 34.08500, -17.51767], [6.96100, 34.07111, -18.91585], [6.17244, 31.74028, -17.54240], [5.75378, 27.87534, -16.76500], [4.42730, 27.58332, -17.25023], [5.68351, 28.57300, -15.94073], [6.26702, 26.96374, -16.45003], [6.39303, 28.22725, -17.57694], [4.44978, 26.65908, -17.51146]], "atomic_forces_ev_per_a": [[1.4, 0.7, -0.1], [-1.0, -0.7, -0.3], [-0.8, 0.5, -1.3], [-1.1, -1.1, 0.1], [0.4, -0.6, -0.8], [0.5, 0.2, 0.6], [0.8, -0.5, 0.4], [-0.9, 0.8, -1.0], [0.3, 0.3, -0.2], [-0.3, 0.0, 0.4], [0.4, -0.5, 0.2], [0.1, 0.0, 1.1], [-0.2, 0.2, 0.0], [-0.2, 0.1, 0.0], [-0.2, 0.0, -0.2], [0.3, -0.6, 0.1], [-0.1, 0.0, -0.2], [0.2, -0.1, -0.1], [0.0, 0.3, -0.1], [-0.1, 0.0, -0.2], [-0.1, 0.2, -0.2], [0.5, 0.1, -0.2], [0.1, -0.1, -0.1], [0.8, -0.3, -0.1], [0.1, 0.1, 0.1], [-0.1, 0.5, -0.5], [0.2, -0.4, -0.3], [0.4, 0.2, -0.2], [-0.7, -0.2, 0.9], [-0.1, 0.1, 0.0], [-0.1, 0.2, 0.2], [0.0, 0.0, 0.2], [0.1, 0.1, -0.3], [-0.3, 0.2, 0.0], [-0.3, -0.2, 0.3], [-0.2, -0.2, 0.4], [0.1, 0.2, 0.1], [-0.2, 0.2, -0.2], [0.2, 0.2, -0.3], [0.2, -0.3, -0.2], [0.3, 0.7, -0.3], [0.0, -0.8, 0.1], [-0.1, 0.3, -0.1], [-0.4, -0.6, -0.5], [0.6, 1.3, 0.2], [-0.1, -0.4, 1.1], [-0.1, 0.0, 0.0], [-0.3, -0.1, 0.3], [0.1, -0.3, -0.2], [-0.3, 0.7, -0.1], [0.0, 0.0, 0.4], [0.1, -0.4, 0.1], [-0.3, -0.3, 0.3], [0.1, -0.2, -0.1], [-0.2, -0.2, -0.1], [0.2, -0.3, 0.1], [0.2, 0.0, 0.4], [0.1, 0.6, 0.0], [-0.6, -0.5, 0.1], [0.7, 0.5, 0.1], [-0.1, -0.1, -0.1], [0.4, -0.2, -0.6], [0.7, 0.5, -0.5], [0.1, -0.3, 0.4], [0.2, 0.1, 0.0], [-0.2, -0.3, -0.1], [0.0, 0.1, -0.1], [-0.3, 0.1, -0.1], [-0.3, 0.0, -0.1], [-0.2, 0.0, 0.0], [-0.2, 0.1, 0.3], [0.0, 0.0, 0.2], [0.5, 0.4, -0.2], [-0.1, 0.3, 0.0], [-0.3, 0.1, 0.8], [0.2, 0.7, -0.5], [0.5, -0.2, 0.3], [-0.1, 0.0, 0.3], [-0.3, -0.3, -0.8], [-0.5, -0.1, 0.0], [0.3, -0.2, 0.2], [0.3, -0.4, -0.4], [-0.3, 0.1, -0.2], [-0.1, 0.0, 0.0], [-0.1, -0.1, -0.2], [0.0, 0.0, 0.3], [0.0, 0.0, 0.0], [0.2, 0.5, 0.2], [0.1, -0.1, 0.1], [0.0, 0.1, -0.3], [0.0, 0.0, 0.0], [1.0, 0.4, 0.6], [-0.8, -0.9, -0.1], [-0.4, 0.3, -0.5], [-0.3, -0.4, 0.8], [0.4, 0.1, -0.1], [0.6, 0.6, 1.0], [-0.1, -0.4, -0.2], [-0.2, 0.1, -0.2], [0.1, 0.2, -0.3], [-0.2, 0.2, 0.2], [-0.2, -0.3, -0.2], [0.4, 0.2, 0.2], [-0.4, -0.2, 0.2], [0.2, -0.1, -0.2], [0.0, 0.0, -0.3], [0.1, -0.4, -0.1], [-0.1, 0.2, 0.1], [-0.2, -0.6, -0.4], [0.4, -0.1, -0.4], [-0.7, -0.4, 0.2], [-0.1, 0.1, -0.2], [-0.1, 0.5, 0.0], [1.3, -0.6, 0.6], [0.3, 0.1, -0.1], [0.0, 0.2, 0.2], [0.0, 0.4, 0.2], [0.0, 0.1, 0.0], [0.1, 0.1, -0.2], [0.1, 0.0, 0.2], [0.3, -0.1, -0.2], [-0.1, 0.1, 0.1], [0.1, -0.5, 0.1], [-0.4, 0.7, 0.4], [-1.0, -0.1, -0.5], [0.6, 0.0, -0.4], [-0.3, 0.2, 0.4], [-0.1, 0.3, 0.1], [-0.2, -0.3, 0.2], [-0.1, 0.0, -0.2], [0.2, -0.1, -0.2], [0.5, -0.5, -0.4], [-0.1, 0.4, 0.2], [0.1, 0.1, -0.1], [-0.4, -0.1, 0.4], [-0.3, 0.6, 0.1], [-0.3, 0.0, -0.1]], "mulliken_charge": [1.147, 0.937, -0.230, -0.393, 0.941, -0.442, -1.710, 1.799, -0.060, -0.394, -0.669, -0.619, 0.364, 0.416, 0.322, -0.885, -0.442, 0.676, 0.359, 0.268, 0.126, -0.121, 0.460, -1.846, 2.482, -1.135, -0.139, -0.791, -0.735, 0.564, 0.104, 0.457, -1.282, 0.439, 0.339, 0.328, 0.187, 0.333, 0.343, 0.316, -0.241, -0.170, -1.208, -0.213, -0.996, 0.050, -0.543, 0.842, -0.349, 0.572, 0.468, 0.541, 0.308, 0.288, 0.418, 0.132, -0.091, -2.015, 2.737, -1.140, -0.372, -0.415, -0.310, 0.576, 0.444, 0.389, -1.508, 0.267, 0.422, 0.552, 0.197, -0.118, 0.261, 0.232, -1.786, 1.375, -1.006, -0.455, -0.583, -0.122, 0.414, 0.353, 0.411, -0.590, 0.404, 0.490, 0.204, 0.325, 0.196, 0.324, -0.098, -1.620, 0.741, -0.864, 0.256, -0.819, -0.376, 0.410, 0.405, 0.416, -0.410, 0.419, 0.336, 0.127, 0.319, 0.338, 0.212, 0.389, -0.904, 0.640, -0.780, -0.307, -0.781, -0.492, -0.382, 0.459, 0.393, 0.215, 0.420, 0.352, 0.245, 0.318, 0.310, 0.340, -0.150, 0.090, -0.672, -0.148, -0.097, 0.458, -0.312, -0.767, -0.286, -0.336, 0.652, 0.337, 0.228]}